The following is a quantum chemistry calculation of 4 unconnected molecules or ions with the total composition C31H61F8IN6O8P, from the OMol25 dataset.

As for the max |F|: 0.024 hartree/bohr. The frontier orbital gap comes out at 7.04 eV. The LUMO energy comes out at -0.1134 hartree. The total energy comes out at -97576.702 eV.

```
! wB97M-V def2-TZVPD RIJCOSX def2/J DEFGRID3
* xyz 1 1
C 1.96448 -1.12197 0.99304
C 1.09975 -0.18319 0.12928
C -0.23230 0.29603 0.80998
I -1.82463 -0.59463 -0.30151
C -0.26513 1.78582 1.05628
C -1.14534 2.80502 0.84560
C -2.51691 2.83841 0.20929
F -3.32244 1.91130 0.73424
F -3.09516 4.02819 0.51724
C -2.51628 2.76733 -1.37532
F -2.73598 3.98445 -1.86061
F -3.47909 1.97388 -1.80870
F -1.33194 2.36756 -1.83552
N -0.57850 3.99850 1.33796
P -1.14617 5.66891 1.33546
O -1.12774 6.23549 -0.01516
C 0.62309 3.70830 1.85664
N 1.47044 4.58862 2.45276
C 2.44779 5.05153 1.73901
C 3.63979 5.59053 2.45391
C 2.40519 5.06813 0.24152
N 0.82198 2.39213 1.72781
C 2.00045 1.78814 2.29929
O 1.52751 0.98096 3.36985
C 2.48842 0.51868 4.21412
F 3.46048 -0.12194 3.55595
F 1.90345 -0.31780 5.04267
F 3.06026 1.51067 4.90003
H 2.02309 -2.09744 0.51479
H 1.56455 -1.27318 1.99138
H 2.99316 -0.76811 1.04206
H 1.64428 0.69727 -0.22003
H 0.83185 -0.71765 -0.77470
H -0.28533 -0.17886 1.78891
H -2.40235 5.58603 1.92400
H -0.29836 6.25789 2.27454
H 4.11505 6.37210 1.86706
H 4.33562 4.75552 2.56675
H 3.35830 5.97804 3.42966
H 2.51569 4.05921 -0.16266
H 3.24518 5.64803 -0.12536
H 1.49992 5.54584 -0.13068
H 2.64386 2.56836 2.69734
H 2.56126 1.19814 1.58342
C 5.20435 4.11039 -6.20994
O 4.20276 5.05723 -6.52366
C 3.01616 4.49237 -7.06954
C 1.85051 4.70421 -6.13050
N 2.00681 3.90681 -4.91942
C 1.04363 4.21434 -3.87076
C 1.10326 5.59423 -3.22795
O 2.28907 5.82587 -2.47565
C 3.38842 6.34592 -3.20920
H 6.08377 4.66379 -5.88562
H 4.89312 3.43702 -5.40247
H 5.47277 3.51155 -7.08494
H 3.15285 3.42984 -7.28817
H 2.80721 5.00604 -8.01149
H 0.92450 4.41232 -6.63312
H 1.79393 5.78026 -5.91487
H 2.94126 4.05108 -4.55793
H 1.18487 3.47389 -3.07608
H 0.03490 4.06125 -4.26646
H 0.27828 5.65625 -2.51117
H 0.94892 6.40300 -3.94921
H 3.05943 6.97882 -4.03528
H 4.03131 5.55266 -3.59898
H 3.98579 6.95186 -2.52595
C -6.26604 -6.15991 -3.74620
O -6.86781 -4.88812 -3.59927
C -7.91354 -4.84636 -2.63535
C -7.52771 -3.95624 -1.47570
N -6.45485 -4.55816 -0.69431
C -5.87325 -3.67910 0.31072
C -5.12123 -2.44632 -0.17506
O -3.92706 -2.74255 -0.88610
C -4.08528 -2.95638 -2.28292
H -5.54896 -6.08699 -4.56180
H -5.73708 -6.47024 -2.83805
H -7.00782 -6.92219 -4.00108
H -8.16591 -5.85140 -2.28684
H -8.79749 -4.42681 -3.12327
H -8.39797 -3.80626 -0.83079
H -7.24298 -2.97945 -1.89274
H -5.72447 -4.85944 -1.32665
H -5.17621 -4.27886 0.90162
H -6.66567 -3.35381 0.99166
H -4.80782 -1.88561 0.71088
H -5.75468 -1.77205 -0.76286
H -4.90794 -2.36507 -2.69108
H -4.24915 -4.01038 -2.51526
H -3.15810 -2.65178 -2.77077
C 0.23103 -4.17008 2.47055
O 1.59655 -4.04622 2.81618
C 1.82913 -3.36840 4.04653
C 2.42360 -4.29859 5.07897
N 1.44439 -5.28442 5.51046
C 1.98554 -6.34853 6.35170
C 2.98797 -7.30909 5.72381
O 2.44128 -8.12694 4.70853
C 2.46320 -7.58589 3.40327
H 0.18472 -4.62446 1.48244
H -0.31438 -4.80554 3.17523
H -0.26002 -3.19018 2.42817
H 0.90803 -2.91214 4.42325
H 2.54499 -2.56777 3.84067
H 2.74429 -3.71161 5.94490
H 3.31575 -4.76145 4.63357
H 1.02264 -5.70375 4.69151
H 1.13866 -6.94108 6.70458
H 2.44304 -5.89384 7.23589
H 3.31845 -7.99106 6.51117
H 3.88651 -6.79594 5.35897
H 3.32464 -6.92899 3.25171
H 1.54650 -7.03374 3.17277
H 2.53339 -8.41812 2.70320
*
```